Record 1
DFT (wB97M-V/def2-TZVPD) results for a cluster of 5 separate species, C3H16O4 in total.

Summary:
HOMO level = -10.766 eV
total charge = 0
SMILES string = CCC.O.O.O.O
Kohn-Sham gap = 11.21 eV

Last column: Mulliken charge in e.
Atoms and positions in Å:
C 0.501 -1.113 2.256  -1.346
C 0.091 -0.389 0.974  0.500
C -0.552 0.969 1.181  -1.369
H 0.708 -0.385 3.036  0.332
H 1.337 -1.781 2.072  0.349
H -0.323 -1.686 2.671  0.326
H -0.431 -1.115 0.341  0.287
H 0.994 -0.220 0.395  -0.066
H -1.416 0.942 1.851  0.370
H 0.203 1.662 1.547  0.403
H -0.907 1.355 0.220  0.266
O 3.122 1.151 -0.165  -0.647
H 3.824 0.524 0.049  0.312
H 2.707 0.796 -0.963  0.319
O 1.714 -0.229 -2.627  -0.666
H 1.988 0.512 -3.186  0.313
H 0.751 -0.147 -2.551  0.372
O -1.128 0.354 -2.300  -0.648
H -1.595 1.163 -2.543  0.310
H -1.815 -0.057 -1.744  0.313
O -3.220 -0.643 -0.559  -0.680
H -2.901 -0.224 0.257  0.326
H -3.652 -1.439 -0.212  0.324

Record 2
DFT (wB97M-V/def2-TZVPD) results for a structure of composition C48H42EuNP2.

Summary:
HOMO level (alpha / beta) = -13.205 / -12.487 eV
total charge = +2
⟨S²⟩ = 12.046
Kohn-Sham gap (alpha / beta) = 7.68 / 5.25 eV
spin multiplicity = 7

Last column: Mulliken charge in e.
Atoms and positions in Å:
C 0.737 -1.278 -3.295  -0.245
C -0.291 -1.663 -2.427  0.572
C -1.598 -1.826 -2.926  -0.744
C -1.891 -1.521 -4.265  -0.548
C -0.838 -1.160 -5.132  -0.934
C 0.473 -1.070 -4.632  -1.526
P 0.150 -1.766 -0.692  1.588
C -1.090 -2.984 -0.184  0.202
C -2.120 -2.496 0.648  -0.179
C -3.116 -3.367 1.070  -0.603
C -3.107 -4.696 0.634  -0.619
C -2.097 -5.177 -0.213  -0.756
C -1.078 -4.313 -0.637  -0.140
Eu 1.122 0.422 1.137  1.179
P 0.179 2.110 -1.059  0.870
C -1.201 2.172 -2.176  0.510
C -1.018 2.535 -3.524  -0.648
C -2.117 2.501 -4.379  -0.767
C -3.356 2.050 -3.878  -0.594
C -3.547 1.674 -2.533  -0.703
C -2.459 1.740 -1.671  -0.328
C 0.046 3.519 0.139  0.694
C 1.034 3.606 1.152  -0.728
C 0.835 4.512 2.197  -0.786
C -0.297 5.329 2.230  -0.611
C -1.221 5.295 1.182  -0.649
C -1.065 4.389 0.132  -0.522
C 1.725 2.335 -1.954  1.212
C 2.770 1.409 -1.725  0.197
C 4.048 1.708 -2.191  -0.598
C 4.271 2.900 -2.895  -0.608
C 3.228 3.815 -3.138  -0.872
C 1.945 3.542 -2.645  -0.468
C 1.668 -2.818 -0.725  0.336
C 2.160 -3.545 -1.832  -0.120
C 3.428 -4.141 -1.768  -0.814
C 4.232 -3.975 -0.632  -0.679
C 3.725 -3.289 0.480  -0.666
C 2.407 -2.811 0.480  -0.233
H 1.960 2.987 1.120  0.696
H 1.572 4.535 2.997  0.448
H -0.486 5.980 3.083  0.460
H -2.077 5.966 1.184  0.457
H -1.772 4.361 -0.703  0.426
H -0.044 2.883 -3.875  0.497
H -1.993 2.831 -5.426  0.434
H -4.203 1.988 -4.563  0.408
H -4.532 1.352 -2.145  0.425
H -2.579 1.493 -0.611  0.315
H 2.602 0.454 -1.203  -0.643
H 4.868 0.997 -1.994  0.450
H 5.283 3.135 -3.252  0.406
H 3.403 4.740 -3.701  0.439
H 1.136 4.251 -2.784  0.503
H 1.573 -3.648 -2.746  0.523
H 3.799 -4.721 -2.622  0.420
H 5.247 -4.382 -0.612  0.419
H 4.352 -3.127 1.366  0.452
H 1.942 -2.471 1.430  0.082
H -2.161 -1.437 0.923  0.276
H -3.906 -2.983 1.725  0.440
H -3.904 -5.366 0.954  0.418
H -2.090 -6.220 -0.547  0.450
H -0.296 -4.668 -1.318  0.357
H -2.365 -2.247 -2.274  0.352
H -2.934 -1.591 -4.596  0.467
H -1.082 -0.922 -6.179  0.396
H 1.441 -0.837 -5.109  0.657
H 1.791 -1.212 -3.029  0.599
H 0.914 1.548 -5.157  0.220
H 1.532 1.290 -4.813  -0.183
C -1.491 3.085 5.566  -0.511
C -1.991 2.951 4.262  -0.762
C -1.601 1.890 3.438  -0.196
C -0.819 0.861 4.029  0.350
C -0.533 0.887 5.408  -0.224
C -0.774 2.037 6.140  -0.823
N -0.253 -0.152 3.265  0.100
C -0.093 -1.391 3.902  -0.044
C 1.180 -2.010 3.945  -0.608
C 1.229 -3.364 4.285  -0.469
C 0.074 -4.082 4.621  -0.717
C -1.124 -3.371 4.805  -0.697
C -1.190 -2.010 4.542  0.040
H -1.756 3.972 6.139  0.459
H -2.656 3.692 3.826  0.486
H -1.763 1.840 2.351  0.467
H 0.016 0.039 5.805  0.493
H -0.412 2.111 7.143  0.455
H 2.043 -1.376 3.647  0.571
H 2.203 -3.846 4.289  0.441
H 0.155 -5.139 4.890  0.505
H -2.009 -3.853 5.162  0.466
H -2.098 -1.402 4.661  0.476

| no. | DFT total energy (Eh) |
| --- | --- |
| 1 | -424.85262 |
| 2 | -3301.42722 |